ORCA calculation (ωB97M-V/def2-TZVPD) on a gas-phase ion, C4H7N2 (charge +1) in a non-equilibrium geometry.

Last column: Mulliken charge in e.
Atoms and positions in Å:
C 0.679 1.021 -1.488  0.001
C 0.419 0.996 -0.046  -0.153
C -0.175 -1.099 1.370  -0.513
C -0.586 0.136 0.689  -0.130
N 1.527 0.343 -0.759  -0.207
N -0.968 -1.175 0.132  -0.241
H 0.450 1.288 -2.492  0.398
H 0.634 1.904 0.515  0.404
H -0.638 -1.434 2.282  0.192
H -1.426 0.739 1.030  0.400
H 2.524 0.229 -0.661  0.299
H -0.487 -1.499 -0.706  0.273
H -1.952 -1.447 0.135  0.277

Values from the calculation:
Energy relative to the best compared isomer or geometry (same formula, charge and spin) = 168.6 kcal/mol
Net charge = +1
LUMO (spin up / spin down) = -6.0 / -6.0 eV
HOMO-LUMO gap (spin up / spin down) = 5.517 / 5.519 eV

---

ORCA calculation (ωB97M-V/def2-TZVPD) on 2 unconnected molecules or ions with the total composition C4H13N4O in a non-equilibrium geometry.

Last column: Mulliken charge in e.
Atoms and positions in Å:
C -0.033 -1.333 2.789  -0.998
C 0.564 0.915 1.992  0.032
N 1.507 1.856 1.547  -0.454
N 0.823 -0.444 2.011  -0.037
N -0.776 1.313 1.732  -0.436
H 2.470 1.615 1.384  0.178
H 1.445 2.765 1.970  0.187
H 1.561 -0.865 1.472  0.217
H -1.417 0.607 2.043  0.178
H -1.068 2.216 2.053  0.219
H -0.854 -0.891 3.335  0.345
H 0.574 -1.867 3.529  0.297
H -0.368 -2.088 2.067  0.305
C -1.176 -0.672 -3.950  -0.931
C 0.069 -0.636 -3.066  0.513
O 1.033 -1.314 -3.306  -0.581
N -0.119 0.045 -1.867  -0.329
H 0.734 0.230 -1.352  0.194
H -0.755 0.818 -1.908  0.218
H -1.055 0.179 -4.621  0.262
H -2.113 -0.799 -3.432  0.337
H -1.046 -1.651 -4.423  0.285

Values from the calculation:
Spin multiplicity = 2
Energy relative to the best compared isomer or geometry (same formula, charge and spin) = 9.1 kcal/mol
LUMO (spin up / spin down) = 0.9 / 0.7 eV
HOMO-LUMO gap (spin up / spin down) = 5.804 / 9.611 eV

---

ORCA calculation (ωB97M-V/def2-TZVPD) on a molecular structure, C24H45AlBrN4O5 in a non-equilibrium geometry.

Last column: Mulliken charge in e.
Atoms and positions in Å:
O 5.822 1.376 1.766  -0.545
C 5.508 0.316 0.857  -0.672
C 4.177 0.496 0.144  -0.576
C 2.926 -0.007 0.869  0.672
C 2.850 0.349 2.392  0.513
O 1.593 0.820 2.804  -0.393
Al 0.444 0.326 1.475  -0.497
C -0.140 -1.518 2.041  -0.817
C 0.045 -2.656 1.015  -0.645
C 1.366 -3.398 1.194  -0.493
Br 1.176 -4.839 2.511  -0.248
C -0.961 1.810 1.534  -0.852
O -1.237 2.131 2.886  -0.202
O -2.094 3.305 2.941  -0.437
O 1.743 0.445 0.242  -0.508
H 5.624 1.081 2.658  0.348
H 6.307 0.309 0.112  0.348
H 5.555 -0.639 1.390  0.297
H 4.258 -0.107 -0.768  0.364
H 4.056 1.530 -0.187  0.283
H 2.915 -1.093 0.668  -0.387
H 3.512 1.208 2.516  -0.263
H 3.274 -0.482 2.981  0.073
H 0.434 -1.788 2.932  0.418
H -1.186 -1.447 2.353  0.451
H -0.735 -3.405 1.185  0.408
H -0.052 -2.331 -0.023  0.299
H 2.155 -2.751 1.562  0.066
H 1.662 -3.841 0.248  0.488
H -1.900 1.557 1.030  0.569
H -0.574 2.711 1.031  0.473
H -2.490 3.345 2.058  0.356
C 2.763 -10.460 1.027  -1.145
C 1.961 -9.425 1.808  -0.382
C 0.828 -8.804 0.987  -0.318
C 1.331 -8.062 -0.167  0.210
N 1.741 -7.495 -1.077  -0.447
H 3.248 -10.011 0.159  0.338
H 3.542 -10.894 1.655  0.332
H 2.121 -11.271 0.677  0.297
H 2.626 -8.638 2.165  0.270
H 1.525 -9.898 2.690  0.318
H 0.253 -8.124 1.618  0.234
H 0.142 -9.581 0.642  0.298
C -5.634 0.311 -2.197  -1.259
C -4.586 1.178 -2.885  0.010
C -3.225 0.487 -3.003  -0.486
C -2.632 0.200 -1.698  0.206
N -2.164 -0.024 -0.674  -0.401
H -5.344 0.072 -1.173  0.346
H -6.592 0.830 -2.157  0.355
H -5.780 -0.626 -2.737  0.298
H -4.474 2.117 -2.338  0.301
H -4.925 1.433 -3.890  0.080
H -2.536 1.123 -3.562  0.306
H -3.323 -0.444 -3.565  0.289
C -4.785 5.811 -4.696  -0.967
C -4.176 5.600 -6.078  -0.408
C -5.038 4.706 -6.977  -0.482
C -5.172 3.355 -6.438  0.303
N -5.286 2.303 -5.992  -0.472
H -4.882 4.868 -4.156  0.200
H -4.156 6.471 -4.099  0.321
H -5.776 6.265 -4.770  0.302
H -3.180 5.167 -5.977  0.294
H -4.055 6.565 -6.572  0.299
H -4.594 4.640 -7.972  0.284
H -6.032 5.140 -7.100  0.268
C 1.458 3.846 2.682  -0.193
C 1.932 4.805 3.779  -0.636
C 3.456 4.988 3.868  -0.510
C 4.141 3.748 4.222  0.369
N 4.658 2.752 4.462  -0.536
H 1.829 2.834 2.830  -0.145
H 0.375 3.795 2.676  0.114
H 1.792 4.195 1.698  0.359
H 1.560 4.455 4.745  0.308
H 1.489 5.790 3.601  0.379
H 3.693 5.738 4.626  0.329
H 3.849 5.357 2.918  0.278

Values from the calculation:
Net charge = -1
LUMO = 1.8 eV
HOMO-LUMO gap = 6.450 eV

---

ORCA calculation (ωB97M-V/def2-TZVPD) on a molecular structure, C11H15IN5O4S2 in a non-equilibrium geometry.

Last column: Mulliken charge in e.
Atoms and positions in Å:
C -0.062 1.417 -4.211  0.183
C -0.751 1.405 -3.231  -0.524
C -1.611 1.392 -2.058  -0.774
S -1.683 -0.224 -1.270  0.904
O -2.401 -0.031 -0.034  -0.543
O -2.286 -1.110 -2.229  -0.623
N -0.116 -0.520 -1.085  -0.237
S 0.376 -1.303 0.190  0.530
O 1.692 -1.809 -0.101  -0.559
O 0.229 -0.569 1.416  -0.522
I -0.964 -3.318 0.515  -0.101
H 0.510 1.294 -5.092  0.469
H -1.268 2.104 -1.310  0.316
H -2.644 1.594 -2.336  0.334
C -1.319 0.898 3.641  -0.665
C -1.215 2.180 4.321  0.443
N -1.149 3.197 4.853  -0.523
H -0.409 0.665 3.093  0.288
H -1.497 0.118 4.379  0.287
H -2.154 0.915 2.945  0.232
C -4.369 2.633 6.299  -0.757
C -4.370 1.726 5.161  0.337
N -4.322 1.005 4.270  -0.374
H -4.929 3.533 6.054  0.241
H -4.825 2.149 7.161  0.281
H -3.341 2.908 6.534  0.271
C 2.156 -2.093 -6.235  -0.758
C 2.399 -0.726 -5.798  0.425
N 2.601 0.346 -5.444  -0.454
H 3.102 -2.583 -6.458  0.285
H 1.645 -2.641 -5.446  0.263
H 1.533 -2.090 -7.128  0.261
C 4.929 -1.768 -0.009  -0.491
C 5.851 -2.689 -0.659  0.321
N 6.581 -3.411 -1.172  -0.408
H 3.906 -1.947 -0.339  0.136
H 4.974 -1.902 1.070  0.247
H 5.203 -0.743 -0.254  0.258

Values from the calculation:
Energy relative to the best compared isomer or geometry (same formula, charge and spin) = 0.0 kcal/mol
Net charge = -1
LUMO = 2.5 eV
HOMO-LUMO gap = 8.753 eV

---

no.,calculated total energy (a.u.)
1,-265.639801
2,-454.404732
3,-4353.142537
4,-2096.939376